Entry from OMol25: a 2-piece molecular cluster, C32H51BFI2N3O6S2 overall in a non-equilibrium geometry (ωB97M-V/def2-TZVPD).

Calculated values
Charge   0
E   -3382.2034 Ha
Highest occupied orbital energy   -0.316 Eh
Structure (SMILES)   COCCCCCCCCCc1cccc2c1N(S(=O)(=O)F)c1c(CCCN)cc([C@H](I)[C@H](C)I)c(B(O)O)c1S2.COC[C@@H](C)N

Geometry as XYZ:
```
98
Properties=species:S:1:pos:R:3:forces:R:3
I -0.940101 4.484077 6.655426 0.146 -0.115 0.144
I 3.171839 3.344770 5.541710 -0.036 0.195 -0.025
S -1.198486 3.228307 0.020142 -0.015 0.005 0.078
S 1.332800 1.640691 -1.603605 -0.449 2.253 -0.661
F 2.552609 0.707027 -1.833909 0.014 -0.737 0.191
O 0.576158 1.646745 -2.804243 -0.155 -1.078 0.197
O -2.120856 4.389271 2.912557 -0.122 0.197 0.061
O -0.273100 5.863218 2.891561 0.071 -0.219 0.132
O 5.977518 1.701753 -4.038129 -0.121 0.024 -0.084
O 1.897205 2.883413 -1.204030 0.406 -0.464 0.617
O -6.878118 -2.480632 0.016988 0.268 -0.088 -0.033
N 1.641756 -1.455977 4.119354 0.068 -0.407 0.036
N 0.539479 0.885734 -0.351326 -0.104 0.569 -0.422
N 7.626640 3.099838 -2.123980 0.080 -0.069 -0.168
C -3.128499 1.433164 -0.766058 -0.171 -0.467 -0.179
C -4.971238 -4.629240 -1.689878 -0.389 0.132 -0.048
C 3.455328 -0.732435 2.460410 -0.103 -0.484 -0.112
C 0.725280 1.538354 0.917622 0.267 0.292 0.836
C 6.579687 2.933438 -4.378429 0.221 0.056 -0.106
C -1.898433 -5.108407 -2.377334 -0.602 0.369 0.197
C -1.784304 1.641956 -0.511189 0.503 0.224 0.308
C -0.850109 0.612288 -0.631673 -0.632 -0.567 -0.347
C -0.028607 2.672595 1.240790 -0.027 -0.489 -0.389
C -0.589844 -2.861911 -2.180945 -0.135 0.087 0.673
C 1.796503 1.670224 3.039822 -0.369 0.327 -0.018
C 2.418901 -0.237696 1.455829 -0.080 0.267 0.287
C -4.360345 -5.099896 -3.019519 0.452 0.284 0.418
C -1.065198 -4.158275 -1.513539 0.520 -0.140 -0.530
C 0.119335 3.331164 2.465931 0.032 0.047 -0.037
C -7.099135 -3.760105 -0.586421 -0.039 0.630 0.186
C 5.712838 4.536445 -2.573399 -0.001 0.123 -0.020
C -6.284659 -3.867333 -1.867625 -0.232 -0.152 0.212
C -2.607761 -0.868074 -1.239373 -0.177 0.000 -0.005
C 1.647845 1.014702 1.826134 -0.058 -0.024 -0.123
C -6.472407 -2.552920 1.363297 -0.101 0.158 0.016
C 1.054842 2.806357 3.371845 0.254 0.056 -0.542
C 0.189168 2.847955 5.777904 -0.303 0.189 -0.253
C -3.540317 0.161526 -1.142664 0.638 -0.097 0.049
C -0.818849 1.848940 5.240451 -0.296 -0.019 0.162
C 2.926473 -1.741175 3.497128 0.087 0.458 0.323
C 6.922610 3.832230 -3.181322 -0.218 -0.084 0.166
C -2.991113 -4.454406 -3.248269 -0.199 -0.316 -0.086
C -1.249843 -0.675925 -1.005343 0.060 0.429 0.263
C 1.174622 3.460562 4.727959 -0.136 -0.745 0.454
C 4.583045 1.763771 -3.789392 0.175 -0.151 0.033
C -0.243197 -1.791305 -1.121680 0.190 -0.063 -0.522
B -0.788917 4.601281 2.778506 0.088 -0.376 -0.074
H -1.486600 2.291442 4.508780 0.031 0.039 -0.253
H 2.498908 1.305982 3.766934 0.154 -0.144 0.032
H 5.113554 3.865478 -1.958389 -0.001 -0.043 -0.028
H 4.093855 2.501148 -4.432256 -0.016 0.046 0.047
H -0.338308 0.971736 4.813482 0.178 -0.031 -0.142
H 2.910470 -0.084156 0.499221 -0.018 0.099 -0.127
H -5.630593 -3.235930 1.492815 0.016 -0.167 0.050
H -3.858184 2.219441 -0.665734 0.054 0.235 0.082
H 4.385862 1.989778 -2.742549 -0.088 0.168 -0.021
H 5.962597 3.471170 -5.110819 -0.058 0.034 0.067
H -3.113251 -3.395034 -3.034095 0.149 0.160 -0.023
H 3.654305 -1.775172 4.305434 0.119 -0.188 0.082
H 1.665884 -1.007489 1.278136 0.026 -0.241 -0.109
H -2.718105 -4.536830 -4.298561 0.054 0.101 -0.123
H 0.909678 -1.292930 3.444839 -0.086 0.158 0.005
H -2.596004 5.212066 3.075527 -0.092 -0.003 0.050
H 2.894464 -2.745474 3.082206 -0.096 -0.078 -0.242
H -8.166931 -3.846837 -0.784869 -0.125 -0.042 -0.070
H -4.280707 -3.967646 -1.162588 0.171 -0.075 0.103
H 7.598372 4.607858 -3.554463 0.033 -0.041 -0.062
H 0.728756 -1.374791 -1.363309 0.111 0.198 0.038
H -6.094564 -2.845544 -2.188062 0.008 0.116 -0.225
H -4.575256 -0.051698 -1.351090 -0.204 0.043 0.035
H 7.072000 2.277912 -1.899773 -0.038 0.044 0.073
H 0.686859 5.816997 2.859527 0.088 0.319 -0.181
H -0.117842 -2.254246 -0.142837 -0.018 -0.130 0.141
H -1.278548 -5.738517 -3.009726 0.237 0.027 -0.031
H 7.514120 2.669543 -4.881712 -0.006 -0.051 0.027
H 4.161962 0.781568 -4.001574 0.061 -0.019 -0.058
H -5.172526 -5.462823 -1.020439 0.097 -0.216 0.019
H -1.450892 1.505477 6.054478 0.004 -0.047 0.173
H 8.491632 2.721140 -2.499127 0.043 0.077 0.045
H 5.068138 4.954910 -3.348734 -0.012 -0.017 0.003
H -4.220406 -6.178429 -2.985051 -0.197 -0.166 -0.268
H -0.163819 -4.702149 -1.226728 0.055 -0.047 0.266
H -6.831653 -4.535464 0.131808 0.038 -0.210 -0.027
H -1.344338 -2.442203 -2.836654 -0.057 -0.058 -0.211
H -5.034890 -4.838210 -3.830602 -0.081 -0.140 -0.164
H -2.958202 -1.855713 -1.500046 -0.026 -0.082 -0.055
H 0.286194 -3.065197 -2.789082 0.099 -0.031 -0.142
H -6.143098 -1.567848 1.678380 -0.007 0.194 -0.083
H 0.712129 2.398093 6.609998 0.163 0.131 0.129
H -6.906528 -4.332510 -2.631665 0.068 -0.177 -0.125
H -2.409988 -5.780473 -1.688864 0.082 -0.231 0.076
H 6.040156 5.353882 -1.931196 0.029 -0.034 0.025
H -7.303081 -2.845337 2.008959 -0.009 -0.185 0.125
H 4.227747 -1.245783 1.888949 0.167 -0.042 0.008
H -1.566416 -3.927082 -0.575839 -0.366 0.087 0.001
H 0.984054 4.519036 4.670464 0.112 0.202 -0.144
H 1.695590 -0.694669 4.775869 -0.089 0.193 -0.048
H 3.964395 0.085442 2.962540 -0.029 0.243 0.009
```
Forces are in eV/Å.